108
Properties=species:S:1:pos:R:3:forces:R:3 method="wB97M-V/def2-TZVPD" max_force_ev_per_a=1.0 energy_ev=-244854.48149 lumo_energy_ev=1.834 gap_ev=6.516 spin_multiplicity=1 charge=-1
Bi -0.058924 0.012014 -0.004899 0.23 -0.03 -0.68
Cl 0.961929 -2.730061 4.442223 0.10 -0.06 0.12
C -0.587808 -2.548234 3.697646 -0.01 0.18 -0.34
C -1.721922 -3.061599 4.324047 -0.25 0.02 -0.14
C -2.950772 -2.968633 3.719909 0.14 -0.14 0.24
Cl -4.337429 -3.683686 4.493387 -0.10 -0.06 0.08
C -3.106211 -2.311422 2.486319 0.16 0.22 -0.17
C -4.323939 -2.162314 1.791739 0.04 0.07 -0.06
C -4.349692 -1.498469 0.594145 -0.19 -0.04 0.21
C -3.177061 -0.909092 0.116862 0.20 0.04 0.02
N -2.037140 -1.016266 0.759985 -0.43 -0.32 0.02
C -1.951821 -1.742930 1.890081 -0.33 -0.27 0.28
C -0.635481 -1.914312 2.447373 0.44 -0.10 0.17
O 0.405225 -1.522305 1.809536 -0.41 0.02 0.02
H -1.620968 -3.542881 5.286864 -0.02 -0.06 -0.01
H -5.228409 -2.568781 2.222336 0.00 -0.08 -0.05
H -5.269190 -1.401352 0.034214 0.01 0.04 -0.02
H -3.163045 -0.322914 -0.794357 0.00 -0.01 -0.03
C 0.108031 -1.175499 -1.818559 0.00 -0.19 0.82
Ge 0.511044 -2.958310 -1.162773 0.23 -0.39 -0.56
C 2.217008 -3.020734 -0.140274 -0.36 0.02 0.04
C 3.289334 -2.285844 -0.637030 0.02 -0.07 -0.15
C 4.519908 -2.263892 0.006670 0.07 -0.05 -0.02
C 4.704261 -2.995542 1.169941 0.05 0.03 0.01
C 3.655126 -3.750309 1.670604 0.01 -0.08 0.02
C 2.433252 -3.764874 1.016100 -0.04 -0.01 0.06
C -1.013255 -4.005686 -0.383451 0.21 0.34 0.09
C -2.182843 -3.978620 -1.144816 0.05 0.03 -0.07
C -3.314406 -4.686886 -0.769375 0.00 -0.03 -0.01
C -3.300163 -5.441250 0.396083 -0.06 -0.03 -0.01
C -2.159919 -5.460290 1.182739 0.00 -0.05 0.05
C -1.032041 -4.747229 0.795681 0.08 -0.04 -0.04
C 0.991027 -4.153077 -2.691865 -0.16 0.11 0.09
C 1.944070 -3.738490 -3.620693 -0.05 0.11 0.04
C 2.346254 -4.562914 -4.660554 0.05 0.02 -0.02
C 1.788942 -5.826787 -4.796942 -0.02 -0.05 -0.04
C 0.828883 -6.253305 -3.891819 0.02 -0.04 -0.02
C 0.443480 -5.424720 -2.846123 -0.03 0.05 0.04
H -0.850219 -1.186204 -2.350228 0.00 -0.05 -0.05
H 3.150090 -1.733934 -1.557982 0.02 0.12 0.01
H 5.339352 -1.679786 -0.397155 -0.01 -0.02 -0.02
H 5.663271 -2.988168 1.674559 -0.01 0.02 0.02
H 3.784305 -4.326308 2.578979 0.00 -0.01 0.00
H 1.640069 -4.368464 1.430986 0.03 0.05 0.06
H -2.193255 -3.396925 -2.062640 -0.07 0.00 0.00
H -4.205199 -4.656001 -1.386167 0.00 0.00 -0.01
H -4.172106 -6.015045 0.685991 -0.02 0.04 0.03
H -2.144387 -6.034886 2.101376 0.00 0.01 0.01
H -0.157844 -4.782748 1.429546 -0.06 -0.01 0.05
H 2.364713 -2.743136 -3.523396 0.03 0.00 -0.08
H 3.094164 -4.221987 -5.367077 0.00 0.01 0.00
H 2.100047 -6.475364 -5.606921 -0.01 0.00 -0.02
H 0.378533 -7.233376 -3.998477 0.02 -0.01 0.01
H -0.302404 -5.769248 -2.138918 0.00 -0.06 -0.03
F 9.386361 2.705090 -0.798581 -0.08 -0.02 -0.07
C 8.630884 2.534740 -1.907070 0.24 0.09 -0.05
F 8.690373 3.705322 -2.582086 -0.04 -0.08 0.06
F 9.260495 1.620215 -2.666963 -0.11 0.02 0.05
C 7.223294 2.152980 -1.567995 -0.03 -0.06 -0.01
C 6.627526 1.036460 -2.130030 0.11 0.08 -0.04
C 5.321539 0.717188 -1.786262 -0.09 -0.01 0.07
C 4.612942 1.490451 -0.874063 -0.03 -0.27 0.00
C 5.224420 2.617161 -0.326294 0.11 0.03 -0.02
C 6.519220 2.952930 -0.673264 -0.01 0.00 -0.03
P 2.857283 0.992815 -0.487109 0.74 0.70 0.04
C 2.851002 1.505128 1.275717 -0.16 0.02 -0.04
C 1.849317 2.260287 1.880852 0.14 0.03 -0.07
C 1.864317 2.485630 3.248381 0.03 -0.05 0.12
C 2.862878 1.923075 4.027157 -0.10 0.08 -0.03
C 3.838501 1.121356 3.447813 -0.01 0.01 -0.01
C 3.830819 0.920711 2.080901 -0.02 0.01 0.03
C 2.916992 2.188058 5.500275 0.06 0.08 0.24
F 1.930006 3.000332 5.923122 0.05 -0.08 -0.07
F 4.081710 2.787556 5.854053 -0.08 -0.08 -0.06
F 2.839462 1.062128 6.236850 0.02 0.04 -0.11
C 2.172885 2.394348 -1.472107 -0.15 -0.08 0.12
C 1.928557 2.064848 -2.803667 -0.01 -0.07 0.07
C 1.632593 3.047620 -3.734344 -0.02 0.17 -0.01
C 1.540870 4.367531 -3.320899 -0.05 -0.04 0.00
C 1.719031 4.702878 -1.983546 0.01 -0.02 -0.01
C 2.047889 3.720988 -1.064968 -0.03 0.11 -0.03
C 1.314075 5.478486 -4.301594 0.12 0.20 -0.17
F 1.076621 5.042732 -5.551356 -0.02 -0.04 0.11
F 0.290233 6.282705 -3.961390 -0.04 -0.10 0.06
F 2.404316 6.284510 -4.376566 -0.08 -0.09 0.00
H 7.181750 0.418818 -2.823168 -0.02 -0.01 -0.01
H 4.848203 -0.154075 -2.223146 0.02 -0.02 -0.01
H 4.688898 3.236213 0.381809 -0.02 0.00 0.01
H 6.989358 3.833918 -0.255297 0.00 -0.01 0.04
H 1.045866 2.681855 1.292056 -0.03 0.01 -0.02
H 1.095531 3.090552 3.708612 -0.02 -0.01 -0.02
H 4.595004 0.652614 4.063668 0.02 0.01 0.01
H 4.584696 0.290843 1.626746 0.05 -0.05 0.03
H 1.980844 1.024081 -3.104808 -0.07 -0.02 -0.02
H 1.473622 2.794707 -4.773165 -0.01 -0.04 0.01
H 1.626061 5.735991 -1.673140 0.02 0.00 0.02
H 2.235935 4.007818 -0.038953 0.00 -0.03 0.01
Cl -1.673564 1.740717 -2.922362 0.09 -0.12 -0.21
C -1.989811 2.477692 -1.389250 -0.10 0.07 0.25
C -1.702576 1.760886 -0.236423 -0.02 0.24 -0.01
C -2.045613 2.370557 0.967939 -0.01 0.12 -0.32
Cl -1.715986 1.554048 2.470542 0.04 0.00 0.12
C -2.631116 3.632646 1.034077 0.04 0.03 -0.02
Cl -3.050063 4.342426 2.546538 -0.02 0.04 0.09
C -2.859125 4.340286 -0.143640 -0.01 -0.08 -0.01
Cl -3.529303 5.924695 -0.087141 -0.04 0.05 0.00
C -2.545068 3.756704 -1.367250 0.04 -0.03 0.02
Cl -2.833792 4.624050 -2.824279 -0.01 0.05 -0.11

109
Properties=species:S:1:pos:R:3:forces:R:3 method="wB97M-V/def2-TZVPD" max_force_ev_per_a=2.1 energy_ev=-145743.57459 lumo_energy_ev="2.120 / 1.480" gap_ev="6.593 / 6.154" spin_multiplicity=2 s2=0.79 charge=-1
Bi 1.895700 -1.740489 1.950965 -0.84 0.42 0.41
O -1.341194 -1.302122 2.107254 -0.10 -0.32 1.42
S -0.981414 -1.071142 0.704804 -1.50 -0.98 -1.11
C -2.459046 -0.262001 -0.020469 0.34 -0.16 0.00
C -3.647522 -0.941002 -0.120171 0.10 -0.10 0.10
C -4.809759 -0.366840 -0.667817 -0.09 0.16 -0.05
C -4.737295 0.909322 -1.151451 0.20 -0.08 0.10
C -5.755451 1.799969 -1.810855 -0.17 -0.10 -0.04
C -5.016628 3.139237 -2.054487 -0.08 0.19 -0.11
C -3.608655 2.902394 -1.580532 0.26 0.07 0.06
C -2.493743 3.691831 -1.562513 -0.43 -0.03 -0.07
C -1.341773 3.219089 -0.908719 0.15 -0.27 0.21
C -1.264692 1.976955 -0.314586 0.20 0.26 -0.08
P 0.091601 1.509286 0.830491 -0.16 1.22 0.52
C 0.994808 3.110672 0.884729 0.10 -0.22 -0.08
C 0.730788 4.157475 1.760806 -0.02 -0.04 -0.03
C 1.483574 5.317949 1.697580 -0.01 0.11 0.13
C 2.505794 5.442432 0.771059 0.03 0.04 -0.04
C 2.777774 4.398613 -0.098296 0.06 0.07 -0.09
C 2.034350 3.235589 -0.031172 -0.16 0.02 0.08
C -0.920954 1.734213 2.365859 0.07 0.06 -0.06
C -2.095500 2.477593 2.446036 0.12 -0.06 0.04
C -2.728380 2.646353 3.665553 -0.20 0.08 0.04
C -2.205815 2.081535 4.817669 -0.03 0.00 0.05
C -1.044028 1.331874 4.744520 0.05 -0.02 0.11
C -0.415576 1.160015 3.525756 0.00 0.11 -0.12
C -2.364461 1.082171 -0.444248 -0.24 0.33 -0.26
C -3.522416 1.606795 -1.043807 0.08 -0.12 0.09
C -1.263484 -2.652228 -0.130508 0.13 0.16 0.26
C -1.897139 -3.659271 0.551440 0.27 0.41 0.19
C -2.303479 -4.852471 -0.071714 0.03 -0.15 -0.37
C -2.083403 -4.979367 -1.415107 -0.05 0.10 0.22
C -2.460256 -6.052520 -2.401831 -0.09 -0.17 0.04
C -1.785643 -5.631702 -3.732534 0.00 -0.10 -0.17
C -1.166558 -4.290903 -3.444438 0.07 0.16 0.10
C -0.452360 -3.420694 -4.219714 -0.15 -0.22 -0.09
C 0.118171 -2.292810 -3.609100 -0.11 0.11 0.27
C -0.037859 -1.982467 -2.272372 0.06 0.08 -0.14
P 1.069268 -0.707377 -1.495091 0.16 -0.05 -0.92
C 2.671941 -1.346591 -2.122116 0.01 0.21 -0.36
C 3.126090 -1.292219 -3.420966 -0.31 0.28 0.40
C 4.233189 -2.023448 -3.839667 0.03 -0.04 -0.28
C 4.930239 -2.832902 -2.924359 0.26 -0.14 0.27
C 4.569365 -2.882291 -1.617722 0.24 -0.16 -0.17
C 3.391380 -2.166115 -1.126606 -0.55 -0.35 0.50
C 0.712810 0.653550 -2.665334 0.07 0.02 0.15
C 1.684422 1.595025 -2.994953 -0.02 -0.15 -0.04
C 1.350220 2.715100 -3.733895 -0.01 0.21 0.01
C 0.038842 2.919985 -4.132037 0.01 0.05 -0.15
C -0.932230 1.983366 -3.820973 -0.07 -0.02 -0.10
C -0.597994 0.861275 -3.088897 0.08 -0.14 -0.19
C -0.881040 -2.805557 -1.480258 -0.17 -0.31 -0.41
C -1.370903 -3.972614 -2.092529 0.02 0.19 0.03
H -3.692595 -1.959759 0.235378 0.00 -0.08 -0.01
H -5.724413 -0.942133 -0.709885 -0.05 -0.06 -0.01
H -6.103187 1.357375 -2.747192 -0.06 0.03 0.04
H -6.623918 1.931710 -1.161822 -0.03 -0.01 -0.10
H -5.041592 3.432310 -3.104304 -0.05 0.04 -0.04
H -5.473755 3.947606 -1.480164 -0.02 0.03 -0.06
H -2.490423 4.682371 -1.993976 -0.01 0.13 -0.05
H -0.488645 3.879890 -0.854187 0.03 0.04 0.08
H -0.062131 4.071363 2.491023 0.00 0.01 0.02
H 1.274163 6.127699 2.384356 0.00 0.04 0.04
H 3.099678 6.346585 0.743014 0.03 0.03 -0.03
H 3.587442 4.481143 -0.809829 0.07 -0.01 -0.03
H 2.252398 2.397107 -0.675136 0.14 0.00 0.01
H -2.510798 2.944335 1.563040 -0.03 0.01 -0.03
H -3.641418 3.225318 3.711786 -0.05 0.04 0.03
H -2.705211 2.217523 5.767307 -0.04 0.00 0.04
H -0.636148 0.867011 5.630834 0.04 -0.05 0.07
H 0.483657 0.569705 3.454381 -0.03 -0.05 0.11
H -2.086506 -3.503261 1.603181 -0.05 0.04 0.15
H -2.783106 -5.622814 0.512307 -0.06 -0.09 0.05
H -2.120482 -7.034228 -2.067613 -0.07 -0.01 -0.02
H -3.548361 -6.092218 -2.510220 0.07 -0.09 0.02
H -1.005018 -6.340816 -4.019141 -0.08 -0.02 -0.04
H -2.503710 -5.578255 -4.555703 0.08 -0.04 0.03
H -0.275443 -3.606759 -5.270429 0.02 -0.02 -0.08
H 0.741282 -1.657654 -4.219993 0.04 0.04 -0.02
H 2.606981 -0.667382 -4.136513 -0.02 -0.01 -0.05
H 4.532893 -1.997644 -4.877490 0.06 0.05 -0.04
H 5.782763 -3.403939 -3.266799 0.05 -0.04 0.00
H 5.112814 -3.488908 -0.904284 0.05 0.04 0.01
H 3.596536 -1.614502 -0.199081 0.20 0.06 -0.26
H 2.707375 1.435011 -2.678713 0.05 0.04 0.02
H 2.108858 3.444553 -3.983412 0.06 0.03 -0.01
H -0.225617 3.804741 -4.692475 -0.01 0.10 -0.07
H -1.958603 2.138839 -4.124003 -0.04 0.01 -0.05
H -1.355344 0.129804 -2.839633 -0.06 0.02 -0.05
O 3.415060 1.852664 6.982509 0.10 0.13 0.16
C 3.147412 1.068373 5.919165 -0.19 -0.47 -0.39
C 2.553129 -0.182719 6.074768 0.00 0.01 -0.10
C 2.251144 -0.921143 4.949058 0.01 -0.03 0.46
N 2.518069 -0.451439 3.743193 0.00 0.05 0.09
C 3.128889 0.710338 3.560895 0.02 0.40 0.08
C 3.467244 1.512003 4.633884 -0.02 0.00 0.12
C 3.363969 1.106152 2.098524 0.19 0.06 0.26
O 4.003633 2.113953 1.867797 0.30 0.28 0.12
O 2.827874 0.320964 1.248804 0.12 -0.49 -0.05
C 1.610625 -2.314614 5.017896 0.14 0.24 -0.08
O 1.309579 -2.747765 6.110499 -0.07 -0.05 0.65
O 1.481687 -2.886757 3.891779 -0.34 0.32 -0.27
H 3.112635 1.404920 7.784496 0.07 0.09 -0.14
H 2.319749 -0.605034 7.041208 -0.07 -0.04 0.11
H 3.952309 2.459210 4.469249 0.04 0.12 -0.08
S 1.079362 -5.561004 2.211334 0.34 0.44 -0.29
Sb 3.054424 -4.859135 1.330911 0.39 -0.53 -0.29
S 2.057626 -3.413288 -0.533012 0.44 -0.54 -0.19
S 4.091488 -2.659932 2.219758 0.67 -0.82 -0.11